Computed, not measured: a cluster of 9 separate species, C29H59O27Si in total, with ωB97M-V with the def2-TZVPD basis set.

## Properties
HOMO level (Ha): -0.1498
Charge: -1
LUMO energy (eV): 1.76

CARTESIAN COORDINATES (ANGSTROEM)
C1 -6.77675 -1.81027 2.32509
O1 -6.01431 -2.68605 3.16460
C2 -5.36359 -3.70878 2.43109
C3 -4.23827 -3.21315 1.46129
C4 -3.48684 -1.92045 1.93076
Si1 -3.15946 -0.74841 0.44377
C5 -4.78386 -0.36033 -0.49070
O2 -5.12017 -1.08206 -1.46012
O3 -5.54293 0.61142 -0.14967
H1 -6.51895 -0.76727 2.62598
H2 -7.87891 -1.95908 2.43696
H3 -6.55553 -1.88654 1.23941
H4 -4.88945 -4.39053 3.18157
H5 -6.08885 -4.34568 1.86550
H6 -3.47759 -4.02416 1.37105
H7 -4.66965 -3.06285 0.44071
H8 -2.49504 -2.20739 2.35347
H9 -4.03100 -1.30618 2.67829
H10 -2.51132 0.50955 0.85171
H11 -2.24557 -1.48867 -0.46394
C6 1.90593 -2.40736 4.16482
O4 1.33489 -1.64323 3.10479
C7 1.96227 -0.49192 2.85337
O5 2.93376 -0.07353 3.43145
O6 1.32215 0.11505 1.84735
C8 1.88313 1.37045 1.46507
H12 1.31376 -3.31348 4.27405
H13 2.93188 -2.69084 3.92772
H14 1.86697 -1.85275 5.10235
H15 2.90628 1.24383 1.11393
H16 1.84582 2.07660 2.29432
H17 1.28717 1.76915 0.64725
C9 5.13390 -0.87410 -4.28027
O7 5.08594 -1.59775 -3.05131
C10 4.82490 -0.83869 -1.98275
O8 4.64064 0.35055 -1.98987
O9 4.79524 -1.63007 -0.90777
C11 4.51462 -0.94090 0.31044
H18 5.35041 -1.58468 -5.07611
H19 4.17085 -0.40663 -4.48634
H20 5.92882 -0.12801 -4.25948
H21 3.53325 -0.47285 0.26951
H22 5.28687 -0.20092 0.52177
H23 4.51281 -1.67462 1.11392
C12 -9.54535 -1.82035 5.98157
O10 -10.27902 -1.62768 4.77295
C13 -11.59717 -1.52415 4.94187
O11 -12.18465 -1.57917 5.99254
O12 -12.15567 -1.34837 3.73999
C14 -13.57468 -1.22064 3.76733
H24 -8.49154 -1.89021 5.71942
H25 -9.68078 -0.97233 6.65313
H26 -9.84406 -2.74860 6.46907
H27 -13.87197 -0.34882 4.35059
H28 -14.03543 -2.12450 4.16680
H29 -13.90965 -1.08354 2.74120
C15 1.58722 4.27839 -1.91532
O13 1.62261 4.65339 -0.53696
C16 1.96652 5.92362 -0.32144
O14 2.23658 6.73838 -1.16587
O15 1.95959 6.13683 0.99810
C17 2.31107 7.46639 1.37626
H30 1.29705 3.23098 -1.96136
H31 0.84733 4.86876 -2.45543
H32 2.57238 4.38708 -2.36903
H33 1.60044 8.18415 0.96604
H34 3.32526 7.70340 1.05331
H35 2.27076 7.51818 2.46238
C18 6.42253 -5.32933 -9.61698
O16 6.37686 -6.04849 -8.38522
C19 6.11652 -5.28893 -7.31688
O17 5.92805 -4.09994 -7.32453
O18 6.10169 -6.07706 -6.24065
C20 5.83159 -5.39163 -5.01486
H36 6.63967 -6.04655 -10.40577
H37 5.46012 -4.86216 -9.82603
H38 7.21567 -4.58180 -9.59733
H39 4.84581 -4.92738 -5.04195
H40 6.60098 -4.64661 -4.81245
H41 5.84540 -6.13116 -4.21751
C21 3.99343 8.84899 -3.23626
O19 4.10198 10.27335 -3.14772
C22 2.97644 10.88934 -2.77936
O20 1.92752 10.35922 -2.52891
O21 3.22005 12.20635 -2.73751
C23 2.09507 12.99467 -2.35501
H42 4.96473 8.46484 -3.54224
H43 3.73950 8.41894 -2.26822
H44 3.25580 8.56514 -3.98654
H45 1.76419 12.73194 -1.35009
H46 1.28055 12.87610 -3.06971
H47 2.41054 14.03624 -2.35644
C24 3.03314 -4.39637 9.75535
O22 2.29646 -4.20299 8.54960
C25 0.97282 -4.11367 8.72424
O23 0.39373 -4.18234 9.77653
O24 0.41003 -3.93538 7.52746
C26 -1.01468 -3.82140 7.55763
H48 4.08653 -4.45333 9.48865
H49 2.89018 -3.55470 10.43313
H50 2.74444 -5.33047 10.23752
H51 -1.31914 -2.95676 8.14681
H52 -1.46528 -4.73244 7.95094
H53 -1.35277 -3.68038 6.53324
C27 -1.21231 -0.31578 -5.70706
O25 0.11078 -0.77424 -5.41565
C28 0.77860 -1.24205 -6.47007
O26 0.36986 -1.30414 -7.60070
O27 1.98852 -1.63439 -6.05026
C29 2.82274 -2.16506 -7.07904
H54 -1.64861 0.03669 -4.77520
H55 -1.18470 0.51246 -6.41537
H56 -1.82529 -1.13005 -6.09183
H57 3.01694 -1.41308 -7.84446
H58 2.37171 -3.05439 -7.51976
H59 3.77059 -2.44742 -6.62566


Computed, not measured: a cluster of 4 separate species, C29H59O6PS in total, with ωB97M-V with the def2-TZVPD basis set.

## Properties
HOMO level (Ha): -0.3511
ΔE to the lowest compared entry with this formula, charge and spin (eV): 1.1543
LUMO energy (eV): -1.30

CARTESIAN COORDINATES (ANGSTROEM)
C1 -3.90165 -0.88183 0.50774
C2 -4.90323 -1.77433 1.29707
O1 -5.98912 -2.30100 0.53809
C3 -5.60618 -2.85922 -0.70405
C4 -4.56938 -4.01805 -0.63777
C5 -3.81227 -4.11620 -2.01023
C6 -4.75079 -4.39432 -3.22250
C7 -4.18796 -3.86516 -4.58579
C8 -4.52299 -2.40487 -4.76331
C9 -3.65763 -1.37832 -4.81293
P1 -1.83448 -1.25604 -4.68776
O2 -1.18122 -0.74201 -6.08762
O3 -1.55316 0.01902 -3.63894
S1 -0.94169 -2.78607 -3.93988
C10 -4.42134 -0.08076 -5.04848
O4 -4.01830 0.98829 -5.20292
O5 -5.78986 -0.38756 -5.10147
C11 -5.90267 -1.74546 -4.92330
O6 -6.90843 -2.31977 -4.92957
H1 -3.04688 -1.52545 0.19730
H2 -4.31670 -0.47854 -0.43455
H3 -3.46727 -0.07689 1.12456
H4 -5.33878 -1.14465 2.09648
H5 -4.37957 -2.61961 1.79293
H6 -5.28577 -2.09972 -1.45695
H7 -6.53261 -3.29260 -1.13382
H8 -5.08488 -4.98484 -0.46728
H9 -3.78286 -3.89668 0.12639
H10 -3.18498 -3.22204 -2.17747
H11 -3.14750 -4.99822 -1.91222
H12 -5.79764 -4.07378 -3.06204
H13 -4.80543 -5.49757 -3.34040
H14 -3.13754 -4.12829 -4.76330
H15 -4.77147 -4.41042 -5.36328
H16 -1.16043 -1.47464 -6.72514
H17 -2.04130 -0.27102 -2.84586
C12 -0.38154 -3.58290 0.23825
C13 -0.07548 -3.51900 1.73009
C14 -0.16646 -2.10381 2.30041
C15 0.82575 -1.10082 1.70672
C16 2.29767 -1.49118 1.83904
C17 2.76215 -1.60656 3.28650
H18 0.33268 -2.99989 -0.34576
H19 -0.33174 -4.61462 -0.11656
H20 -1.38608 -3.20380 0.03113
H21 0.91190 -3.94758 1.92175
H22 -0.79130 -4.15338 2.26203
H23 -0.03285 -2.15141 3.38537
H24 -1.18094 -1.72073 2.14165
H25 0.67102 -0.13194 2.19394
H26 0.59689 -0.94290 0.64812
H27 2.90317 -0.73126 1.33651
H28 2.49230 -2.43072 1.31403
H29 2.62446 -0.66001 3.81453
H30 3.82369 -1.86009 3.32288
H31 2.21915 -2.38436 3.82628
C18 6.90874 3.47811 6.85531
C19 6.21360 2.27023 6.23646
C20 5.46131 2.60200 4.94807
C21 4.31564 3.60464 5.10595
C22 3.23443 3.19811 6.10735
C23 2.50884 1.91456 5.72059
H32 6.19488 4.25237 7.14198
H33 7.45241 3.18325 7.75512
H34 7.62625 3.91382 6.15630
H35 5.53815 1.81960 6.96888
H36 6.96843 1.51125 6.01057
H37 5.07650 1.67334 4.51525
H38 6.17033 3.00088 4.21487
H39 3.85160 3.75626 4.12545
H40 4.71938 4.57835 5.39902
H41 2.50231 4.00825 6.17368
H42 3.66140 3.09183 7.10862
H43 2.03048 2.01928 4.74363
H44 1.73177 1.68402 6.45232
H45 3.18849 1.06139 5.68242
C24 0.44047 2.34589 -4.81260
C25 0.74995 2.39754 -3.32690
C26 0.64015 3.80441 -2.73870
C27 1.61730 4.82895 -3.31990
C28 3.09462 4.45669 -3.19342
C29 3.56226 4.32800 -1.74786
H46 1.14169 2.94433 -5.39804
H47 0.50635 1.31728 -5.17160
H48 -0.57079 2.70929 -5.00956
H49 1.74457 1.98162 -3.14047
H50 0.04601 1.74665 -2.80363
H51 0.77635 3.74511 -1.65419
H52 -0.37934 4.17473 -2.89110
H53 1.44980 5.78924 -2.81999
H54 1.38533 4.99746 -4.37568
H55 3.68984 5.23120 -3.68625
H56 3.30100 3.52680 -3.73075
H57 3.41244 5.26531 -1.20696
H58 4.62697 4.08765 -1.71409
H59 3.02959 3.53586 -1.21886


Computed, not measured: a cluster of 4 separate species, C29H60FNO12P3 in total, with ωB97M-V with the def2-TZVPD basis set.

## Properties
HOMO level (Ha): -0.0694
Charge: -1
LUMO energy (eV): -0.14

CARTESIAN COORDINATES (ANGSTROEM)
F1 -6.29731 5.37418 -1.46382
C1 -5.54818 4.42615 -2.30100
C2 -4.31983 3.91375 -1.40789
C3 -3.52758 2.64439 -2.04250
N1 -2.86874 1.94183 -0.88182
C4 -1.66042 2.68223 -0.45215
C5 -1.67505 3.08834 1.14851
C6 -2.28273 4.60209 1.23183
C7 -3.73116 4.88576 1.78757
C8 -4.38471 6.27852 1.85219
C9 -3.57207 7.50345 1.34284
C10 -2.12847 7.24885 0.83260
C11 -1.46201 5.84421 0.75671
H1 -6.22675 3.56344 -2.60844
H2 -5.12202 4.99712 -3.19123
H3 -3.56677 4.75804 -1.27285
H4 -4.76985 3.53268 -0.42225
H5 -4.32663 1.98040 -2.52207
H6 -2.76824 2.95305 -2.85125
H7 -0.76473 1.94586 -0.55267
H8 -1.47197 3.59451 -1.12103
H9 -0.61332 3.02444 1.56191
H10 -2.41880 2.40288 1.67183
H11 -4.35162 3.99258 2.13675
H12 -5.44603 6.38951 2.23852
H13 -4.00205 8.56714 1.33850
H14 -1.54519 8.17629 0.49417
H15 -0.39273 5.74783 0.36071
O1 -3.80526 0.17210 4.71463
P1 -5.30352 -0.14973 4.73793
O2 -5.78659 1.07030 3.73451
C12 -5.56882 0.91418 2.33554
C13 -6.61831 0.00125 1.72957
O3 -5.62837 0.60951 6.18066
C14 -4.64503 0.65534 7.20699
C15 -3.97070 2.01312 7.22335
O4 -6.94621 -0.65332 4.78021
C16 -7.16849 -1.99406 5.22312
C17 -6.95035 -2.14184 6.71799
H16 -4.55897 0.53785 2.14997
H17 -5.64012 1.90483 1.88097
H18 -6.50380 -1.02229 2.09971
H19 -6.53054 -0.01806 0.64018
H20 -7.62389 0.33146 1.99927
H21 -3.91834 -0.15337 7.09604
H22 -5.15970 0.49265 8.15973
H23 -3.53103 2.25593 6.25318
H24 -3.18314 2.04744 7.98127
H25 -4.70042 2.79779 7.44117
H26 -6.51820 -2.67498 4.66517
H27 -8.20331 -2.24605 4.97814
H28 -5.89187 -2.03418 6.96988
H29 -7.27786 -3.12631 7.06145
H30 -7.49524 -1.37264 7.27008
O5 4.27661 1.72329 -1.58185
P2 4.70283 0.71026 -0.51359
O6 5.67990 -0.20419 -1.48951
C18 6.96742 0.30318 -1.80729
C19 7.93414 0.09832 -0.65511
O7 3.34320 -0.23538 -0.61706
C20 2.07978 0.34650 -0.93371
C21 1.74407 0.10501 -2.39167
O8 5.16473 -0.32852 0.77457
C22 4.93206 0.18170 2.09081
C23 3.45679 0.18130 2.44731
H31 6.90173 1.36109 -2.07966
H32 7.32256 -0.24553 -2.68370
H33 7.65126 0.71387 0.20355
H34 8.95124 0.37123 -0.95017
H35 7.92810 -0.94171 -0.32273
H36 2.06138 1.41043 -0.68709
H37 1.32938 -0.13899 -0.30277
H38 2.52483 0.48814 -3.05359
H39 0.79715 0.58251 -2.65639
H40 1.66329 -0.96754 -2.59125
H41 5.35210 1.18922 2.17087
H42 5.47641 -0.46245 2.78600
H43 2.91330 0.92538 1.85912
H44 3.31397 0.42054 3.50383
H45 3.00468 -0.79081 2.23815
O9 6.44279 -4.10711 -4.87787
P3 5.24103 -5.04976 -4.75393
O10 4.77761 -4.99041 -6.34177
C24 5.52816 -5.73899 -7.28620
C25 5.15519 -7.20962 -7.23737
O11 4.17896 -3.91806 -4.17040
C26 4.64116 -2.84826 -3.34761
C27 4.76161 -1.57675 -4.16209
O12 3.97179 -6.18058 -4.51340
C28 4.06759 -6.97230 -3.32524
C29 3.75795 -6.16420 -2.07843
H46 6.60011 -5.60104 -7.11394
H47 5.29504 -5.33572 -8.27480
H48 5.46727 -7.65841 -6.28992
H49 5.63849 -7.75868 -8.05038
H50 4.07396 -7.33931 -7.31530
H51 5.58444 -3.10390 -2.85888
H52 3.90119 -2.70301 -2.55487
H53 5.41680 -1.71079 -5.02721
H54 5.15388 -0.76213 -3.55188
H55 3.78449 -1.28126 -4.55394
H56 5.06539 -7.41784 -3.26326
H57 3.34482 -7.78618 -3.42228
H58 4.54722 -5.43375 -1.88122
H59 3.67896 -6.81580 -1.20485
H60 2.82424 -5.60947 -2.19440


Computed, not measured: a cluster of 9 separate species, C29H61BNO25 in total, with ωB97M-V with the def2-TZVPD basis set.

## Properties
HOMO level (Ha): -0.0576
Charge: -1
LUMO energy (eV): 1.71

CARTESIAN COORDINATES (ANGSTROEM)
C1 0.39175 2.27189 -2.78478
C2 1.19172 3.21000 -3.69933
C3 2.57965 3.59801 -3.15930
N1 2.77359 5.03831 -3.15536
C4 2.11574 5.66174 -1.93663
B1 0.71504 6.13977 -2.29242
C5 0.29917 6.82074 -3.68942
O1 -0.38189 6.01038 -1.37696
H1 -0.50107 2.77673 -2.41946
H2 0.07244 1.35825 -3.28795
H3 1.00731 1.97862 -1.93668
H4 0.62875 4.12714 -3.84548
H5 1.29449 2.76777 -4.69212
H6 3.35503 3.12535 -3.77343
H7 2.67617 3.21483 -2.13175
H8 3.76915 5.20139 -3.08115
H9 2.75047 6.51165 -1.65980
H10 0.84568 7.75920 -3.81032
H11 -0.76942 7.02808 -3.80843
H12 0.61611 6.17144 -4.50530
H13 -0.80567 6.85455 -1.17376
C6 0.35282 -1.23462 -5.28518
O2 -0.47500 -0.13969 -5.68407
C7 -1.12479 -0.32452 -6.82429
O3 -1.08079 -1.31645 -7.51377
O4 -1.84215 0.76555 -7.08620
C8 -2.59456 0.70681 -8.29935
H14 0.80820 -0.93393 -4.34697
H15 -0.24496 -2.13259 -5.13892
H16 1.12378 -1.42166 -6.03069
H17 -3.30835 -0.11450 -8.26860
H18 -1.93340 0.57654 -9.15412
H19 -3.11171 1.65898 -8.36079
C9 -0.05179 -5.13460 -6.38284
O5 0.06397 -5.08427 -4.95488
C10 0.57124 -6.17981 -4.39799
O6 0.92403 -7.17409 -4.98052
O7 0.62742 -5.98999 -3.07998
C11 1.16712 -7.09072 -2.34256
H20 -0.46021 -4.17276 -6.68010
H21 0.92575 -5.27914 -6.83868
H22 -0.71576 -5.94106 -6.68703
H23 2.18849 -7.29679 -2.65750
H24 0.56016 -7.98240 -2.48724
H25 1.14506 -6.77811 -1.30356
C12 -0.76355 -0.18396 3.38405
O8 -1.24736 0.96791 2.68156
C13 -0.27469 1.66358 2.06566
O9 0.88487 1.33160 2.05829
O10 -0.81046 2.71552 1.48473
C14 0.10643 3.52697 0.70083
H26 -1.64362 -0.66069 3.80727
H27 -0.25060 -0.86695 2.71051
H28 -0.08034 0.11233 4.17836
H29 0.54342 2.92957 -0.09063
H30 0.89254 3.94611 1.32216
H31 -0.48781 4.32330 0.26855
C15 -3.21894 4.77788 -1.43880
O11 -3.78744 5.89700 -0.73348
C16 -4.54196 5.59484 0.30784
O12 -4.81623 4.49138 0.71053
O13 -4.97687 6.73898 0.85476
C17 -5.79467 6.56483 2.01217
H32 -2.61867 5.21605 -2.22647
H33 -2.57388 4.20283 -0.78005
H34 -4.01120 4.14760 -1.83970
H35 -5.24391 6.05683 2.80026
H36 -6.68810 5.99077 1.76976
H37 -6.06105 7.56856 2.32995
C18 -0.53444 -5.71257 6.24338
O14 -1.05080 -4.66108 5.42341
C19 -2.25993 -4.90103 4.91675
O15 -2.91589 -5.89462 5.10486
O16 -2.61560 -3.85963 4.17181
C20 -3.90334 -3.97532 3.55598
H38 0.44070 -5.36661 6.57187
H39 -1.18527 -5.88702 7.09804
H40 -0.43907 -6.63288 5.67029
H41 -4.67994 -4.07263 4.31194
H42 -3.93207 -4.83732 2.89278
H43 -4.03298 -3.05766 2.99157
C21 3.24446 -0.83652 0.89684
O17 3.87653 -1.55924 1.97384
C22 3.03986 -2.27331 2.70648
O18 1.85055 -2.38193 2.55525
O19 3.74556 -2.89810 3.66599
C23 2.94598 -3.70354 4.53031
H44 4.04002 -0.29990 0.39176
H45 2.76497 -1.53983 0.21880
H46 2.50712 -0.14002 1.28933
H47 2.43403 -4.48557 3.97020
H48 2.20643 -3.09377 5.04682
H49 3.63012 -4.14548 5.24975
C24 -2.59117 6.53394 7.24116
O20 -3.09299 6.12547 5.96762
C25 -2.83508 4.84789 5.66115
O21 -2.25455 4.06939 6.37512
O22 -3.32957 4.59874 4.45873
C26 -3.10630 3.25939 3.97750
H50 -2.87458 7.57733 7.34073
H51 -3.03509 5.93984 8.03816
H52 -1.50851 6.42894 7.27820
H53 -3.57905 2.54211 4.64590
H54 -2.04505 3.05186 3.90361
H55 -3.55548 3.22247 2.99012
C27 5.43525 -5.50308 2.84882
O23 4.87361 -6.54137 2.03135
C28 5.33902 -6.57201 0.78617
O24 6.18139 -5.84725 0.32460
O25 4.71188 -7.55049 0.12681
C29 5.11343 -7.68262 -1.24083
H56 4.96188 -5.61290 3.81842
H57 6.51136 -5.63446 2.94671
H58 5.22065 -4.52370 2.43291
H59 6.17609 -7.90716 -1.30804
H60 4.90644 -6.76643 -1.79044
H61 4.52472 -8.50516 -1.63495